Density functional theory data (ωB97M-V/def2-TZVPD) for a 5-piece molecular cluster, C26H62N3O9 overall in a non-equilibrium geometry.

```
100
Properties=species:S:1:pos:R:3:forces:R:3:mulliken_charge:R:1
C 19.20258 -9.41999 -3.78576 2.1 -0.5 -0.4 -1.441
C 17.95250 -8.73037 -3.44584 -0.5 -0.7 0.2 0.103
N 16.99939 -9.61412 -2.65186 -0.2 -0.3 -0.4 1.226
C 16.81540 -11.01644 -3.35708 1.5 0.7 0.6 -1.081
C 17.58597 -9.76668 -1.17790 -1.6 0.1 -0.1 -1.813
C 16.60035 -10.37217 -0.15684 0.0 -0.6 -0.6 0.636
C 15.65005 -8.90811 -2.69763 -0.5 -0.1 2.7 -0.756
C 15.57288 -7.48857 -2.01753 -0.3 -1.8 -2.3 0.157
O 15.98161 -6.50677 -2.94236 0.1 0.0 0.6 -0.427
C 16.51504 -5.39454 -2.27938 -0.1 0.7 -0.6 -0.735
H 19.12529 -10.31154 -4.40808 -0.4 0.1 0.0 0.334
H 19.82940 -9.69502 -2.93750 -0.1 0.1 0.2 0.332
H 19.80092 -8.72724 -4.37751 0.1 0.1 0.0 0.493
H 17.48401 -8.43959 -4.38609 -0.5 0.1 0.3 0.386
H 18.15852 -7.85270 -2.83320 -0.3 0.0 -0.1 -0.074
H 17.64313 -11.65996 -3.05904 0.2 0.2 0.4 0.459
H 17.00203 -10.87392 -4.42149 -0.8 0.2 0.0 0.431
H 15.92483 -11.58485 -3.08897 -0.4 0.9 -0.1 0.057
H 17.84648 -8.76318 -0.84139 0.3 0.0 -0.3 0.247
H 18.46187 -10.41204 -1.24431 0.0 0.1 -0.2 0.937
H 16.28478 -11.35194 -0.51541 -0.1 -0.2 -0.1 -1.008
H 15.68023 -9.86095 0.12625 0.1 0.5 -0.4 -0.783
H 17.08994 -10.58921 0.79253 0.5 0.2 -0.1 1.097
H 15.08883 -9.52411 -1.99501 -0.5 0.0 -0.3 0.036
H 15.12602 -8.98994 -3.64989 0.4 0.1 -0.3 0.613
H 16.13195 -7.49632 -1.08186 0.0 0.2 0.0 -0.335
H 14.49945 -7.34988 -1.88861 -0.1 -0.1 0.6 0.537
H 17.51048 -5.64619 -1.91350 0.3 0.4 0.0 0.306
H 15.93570 -4.99486 -1.44707 -0.4 -0.5 0.3 0.168
H 16.47166 -4.58253 -3.00523 0.7 0.0 0.0 0.322
C 14.76853 -6.20133 1.22823 -1.0 0.1 -0.6 -1.682
C 13.54367 -7.12485 0.95934 1.0 -0.2 2.4 0.756
N 12.27860 -6.75763 1.81602 -0.9 1.6 -1.3 0.844
C 11.09946 -7.62253 1.28464 1.8 0.5 0.4 -1.082
C 12.38889 -6.96911 3.37554 0.1 -0.9 -1.0 -0.189
C 13.19445 -8.24095 3.78719 0.3 1.2 0.2 -1.502
C 11.97940 -5.21733 1.43285 -0.4 -1.0 0.1 -0.818
C 10.61357 -4.64234 1.91718 1.5 -1.0 0.3 -0.742
O 10.74054 -4.68674 3.31592 -0.5 -0.1 1.2 -0.338
C 9.55855 -4.96945 4.05051 -0.3 0.0 -0.2 -0.804
H 15.11894 -6.14023 2.25855 -0.2 -0.4 0.1 0.288
H 14.56853 -5.17884 0.90790 0.2 0.0 -0.2 0.230
H 15.57788 -6.59925 0.61610 0.0 0.1 0.2 0.457
H 13.84877 -8.10536 1.32487 -0.4 -0.2 -0.2 0.017
H 13.31321 -7.28355 -0.09414 -0.5 0.5 0.2 -0.049
H 11.46414 -8.62462 1.51032 -0.6 -0.3 0.0 0.329
H 11.04552 -7.54528 0.19872 0.0 0.2 0.1 0.375
H 10.18444 -7.28085 1.76847 0.2 -0.4 0.1 0.361
H 11.36763 -7.05936 3.74565 0.0 0.0 -0.3 0.342
H 12.75180 -6.01752 3.76395 0.4 -0.4 0.1 0.415
H 14.25784 -8.02271 3.68878 0.1 -0.3 -0.3 0.336
H 12.94044 -9.19724 3.32993 -0.1 0.3 -0.5 0.151
H 13.07228 -8.41210 4.85671 -0.3 0.3 0.1 0.480
H 12.10146 -5.19703 0.34990 -0.3 -0.1 0.0 0.473
H 12.77385 -4.58680 1.83208 -0.1 -0.3 0.3 0.432
H 9.76858 -5.23433 1.56556 -0.1 0.2 -0.1 0.412
H 10.53820 -3.59404 1.62827 -0.1 0.0 -0.5 0.403
H 9.73920 -4.91131 5.12387 0.3 0.4 -0.2 0.271
H 9.17826 -5.97902 3.89482 0.1 -0.3 -0.4 0.327
H 8.74608 -4.29664 3.77605 0.0 0.2 0.1 0.353
C 14.58475 -14.36410 -1.38639 -0.1 -1.5 0.7 -1.418
C 14.41162 -15.46503 -0.18049 1.0 1.7 0.3 -0.478
N 14.06125 -14.85365 1.23899 -0.1 1.7 -0.9 0.579
C 15.10134 -13.67965 1.51885 -1.2 -1.5 -0.4 -1.438
C 12.65611 -14.24104 1.06617 -0.3 1.7 1.3 -0.343
C 12.23586 -13.08959 2.08957 0.4 -2.1 -0.1 -1.213
C 14.07866 -15.86924 2.41351 0.7 -0.4 -1.4 -0.711
C 15.45648 -16.56211 2.64937 0.6 0.4 1.5 -0.712
O 16.31260 -15.72927 3.42547 -2.6 2.6 -0.9 0.021
C 17.50231 -16.19431 3.85744 1.5 -2.1 0.0 -1.123
H 13.66126 -13.97686 -1.81687 -0.1 0.2 0.6 0.454
H 15.07806 -14.83154 -2.23859 -0.2 -0.8 0.1 0.602
H 15.31914 -13.57515 -1.22416 -0.4 0.2 0.8 0.205
H 15.37777 -15.90790 0.06141 0.0 -0.1 -0.6 0.318
H 13.69615 -16.26242 -0.38140 -0.1 0.3 -0.1 0.360
H 16.08406 -14.07378 1.26000 0.0 0.1 0.4 0.456
H 14.95316 -13.45348 2.57477 0.4 0.2 -0.2 0.261
H 14.86473 -12.85653 0.84462 -0.2 0.0 0.3 0.376
H 11.95470 -15.07473 1.09888 0.0 0.1 -0.1 0.421
H 12.55968 -13.67818 0.13773 0.6 -0.6 -0.5 0.197
H 12.89872 -12.22533 2.04758 -0.2 -0.1 -0.2 0.076
H 12.18657 -13.53240 3.08436 0.1 0.3 0.3 0.485
H 11.20896 -12.82767 1.83468 0.2 0.2 -0.2 0.462
H 13.33609 -16.62208 2.14911 0.1 -0.2 -0.2 0.467
H 13.67311 -15.41307 3.31658 0.5 0.4 -0.1 0.307
H 15.98773 -16.90559 1.76174 -0.2 0.2 -0.4 0.383
H 15.37554 -17.44035 3.28988 -1.0 -0.5 -0.3 0.513
H 17.40913 -16.83748 4.73252 -0.2 0.1 0.6 0.314
H 18.23267 -15.41028 4.05737 -0.3 0.1 -0.1 0.270
H 17.89519 -16.89524 3.12094 0.6 0.1 -0.4 0.341
O 11.97771 -11.86318 -3.92903 0.0 -0.1 0.8 -0.527
C 12.15167 -10.85516 -4.78897 1.0 1.7 -2.4 0.723
O 12.70082 -9.75227 -4.40782 -0.1 -0.5 2.0 -0.741
O 11.85247 -11.05794 -5.95024 -0.8 -0.7 -1.4 -0.751
H 12.23984 -11.40712 -3.12598 0.0 -0.6 1.5 0.496
O 12.55695 -9.06940 -1.43232 0.4 2.3 0.0 -0.428
C 12.74472 -10.20070 -0.79139 -0.4 -1.4 2.7 0.808
O 12.40426 -11.22037 -1.32275 -1.1 -3.7 -3.7 -0.844
O 13.11980 -10.26817 0.37776 1.7 2.4 3.2 -0.536
H 12.35469 -9.42487 -2.30085 -0.3 0.5 -1.9 0.104
```
Forces are in eV/Å.

- Kohn-Sham gap (alpha / beta): 2.04 / 5.84 eV
- Total charge: 0
- HOMO level (alpha / beta): -0.073 / -0.214 hartree
- Spin multiplicity: 2
- ΔE to the lowest compared entry with this formula, charge and spin: 0.0 kcal per mole